Entry 1:
{"formula": "C24H26N4PmS2Si", "method": "ωB97M-V/def2-TZVPD", "elements": ["C", "C", "C", "H", "C", "C", "H", "H", "H", "H", "Pm", "C", "H", "H", "H", "Si", "C", "C", "H", "C", "H", "C", "H", "C", "H", "C", "H", "C", "C", "H", "C", "H", "C", "H", "C", "H", "C", "H", "H", "H", "N", "C", "N", "C", "C", "S", "C", "C", "S", "C", "N", "N", "H", "H", "H", "H", "H", "H"], "xyz": [[-1.4380, -0.1702, -1.1972], [-0.7142, -0.8053, -2.2355], [-0.2652, -2.0721, -1.7435], [-0.5383, -0.4112, -3.2370], [-0.7226, -2.1859, -0.3988], [-1.4678, -1.0280, -0.0758], [-2.0674, -0.8832, 0.8231], [-1.9841, 0.7846, -1.2925], [0.3240, -2.8051, -2.2870], [-0.5884, -3.0709, 0.2492], [1.0819, -0.3144, -0.3666], [5.8131, 0.3857, 1.1034], [5.0563, 1.3231, 0.9312], [5.9965, -0.7375, 0.9315], [6.2552, 0.5666, 2.1054], [2.7809, -1.3457, -2.2211], [4.2552, -0.3152, -2.8955], [3.6813, 0.0043, -4.1513], [2.5858, -0.1426, -4.3030], [4.4782, 0.4049, -5.2153], [4.0143, 0.4882, -6.2078], [5.8404, 0.6393, -5.0131], [6.4624, 0.9090, -5.8670], [6.4060, 0.5258, -3.7282], [7.4681, 0.7511, -3.5961], [5.6041, 0.0822, -2.6334], [6.0887, 0.0376, -1.6460], [3.6729, -2.8786, -1.7208], [4.7741, -3.2800, -2.5186], [5.2532, -2.5445, -3.1797], [5.1242, -4.6370, -2.5819], [5.8534, -4.9634, -3.3271], [4.4994, -5.5621, -1.7194], [4.7584, -6.6225, -1.7961], [3.5546, -5.1300, -0.7685], [3.0685, -5.8637, -0.1090], [3.1866, -3.7794, -0.7148], [2.4220, -3.4428, 0.0082], [6.4264, 0.7321, 0.2855], [4.7499, 0.3418, 1.0868], [0.9526, -2.6724, 2.3184], [0.4781, -1.4571, 2.7233], [0.6336, -0.3419, 2.0103], [-0.0720, 0.7361, 2.5914], [-0.7095, 0.4062, 3.7792], [-0.5430, -1.2706, 4.1389], [-0.2003, 1.9109, 1.7929], [-0.9056, 3.0746, 2.0346], [-1.0238, 4.0795, 0.6315], [-0.0493, 2.8947, -0.2533], [0.3120, 1.8284, 0.4734], [0.2329, 3.0190, -1.5634], [0.7838, -3.4219, 2.9895], [1.8448, -2.6892, 1.8341], [-1.2808, 1.1079, 4.3643], [-1.3920, 3.2929, 2.9836], [-0.0767, 3.9003, -2.0112], [0.8731, 2.3879, -2.0162]], "lowdin_charge": [-0.22, -0.23, -0.27, 0.11, -0.24, -0.21, 0.12, 0.12, 0.09, 0.11, 1.24, -0.01, 0.19, 0.17, 0.11, 0.66, -0.38, -0.20, 0.07, -0.09, 0.11, -0.09, 0.10, -0.08, 0.10, -0.10, 0.06, -0.40, -0.11, 0.09, -0.08, 0.10, -0.09, 0.10, -0.10, 0.10, -0.14, 0.05, 0.08, 0.03, 0.10, -0.66, -0.08, -0.33, -0.32, 1.09, -0.32, -0.33, 1.08, -0.65, -0.08, 0.12, 0.12, 0.08, 0.08, 0.09, 0.13, 0.10], "multiplicity": 5, "s_squared": 6.142, "e_tot_ev": -77359.1215, "homo_energy_ev": [-7.1, -7.0], "total_charge": 1, "de_lowest_kcal_mol": 179.3}

Entry 2:
{"formula": "C2H8N3S2", "method": "ωB97M-V/def2-TZVPD", "elements": ["C", "C", "N", "N", "N", "S", "S", "H", "H", "H", "H", "H", "H", "H", "H"], "xyz": [[-2.0491, 3.1140, -0.0162], [-0.6272, -1.5097, 0.0008], [0.3353, -0.5845, -0.2063], [-0.4023, -2.8575, 0.0001], [-1.7377, 2.0636, -0.2484], [-2.2449, -1.0346, 0.2568], [3.2264, 0.4704, -0.1299], [-2.0238, 0.4460, 0.2275], [-1.9435, 4.1616, 0.0142], [1.0959, -0.9500, -0.8527], [-1.1600, -3.3994, 0.3944], [0.5702, -3.1336, 0.0016], [3.9542, 1.5562, -0.4840], [0.2429, 0.4439, 0.0558], [2.7635, 1.2135, 0.9864]], "lowdin_charge": [0.05, -0.78, 0.06, 0.13, 0.07, 0.89, 0.48, -0.08, 0.08, 0.10, 0.11, 0.13, -0.19, 0.11, -0.14], "e_tot_ev": -28336.8838, "homo_energy_ev": -13.1, "total_charge": 1, "de_lowest_kcal_mol": 35.1}

Entry 3:
{"formula": "C3H2OS2", "method": "ωB97M-V/def2-TZVPD", "elements": ["C", "C", "C", "O", "S", "S", "H", "H"], "xyz": [[-0.7648, -0.3387, 0.0400], [-0.3228, 0.9959, -0.0791], [-0.1629, -1.5009, -0.0881], [0.1744, -2.5906, 0.0178], [1.2545, 1.6353, -0.0125], [2.8800, 0.5240, 0.0255], [-1.8835, -0.3585, 0.3247], [-1.1749, 1.6334, -0.2285]], "lowdin_charge": [-0.18, -0.49, -0.16, 0.23, 0.37, 0.01, 0.16, 0.06], "e_tot_ev": -26859.0470, "homo_energy_ev": [-8.1, -8.1], "de_lowest_kcal_mol": 44.3}

Entry 4:
{"formula": "C17H23ClEuN2O4", "method": "ωB97M-V/def2-TZVPD", "elements": ["Eu", "C", "C", "C", "C", "C", "C", "C", "C", "C", "C", "H", "H", "H", "H", "H", "H", "H", "H", "H", "H", "H", "H", "H", "H", "H", "C", "C", "N", "C", "C", "N", "C", "O", "O", "C", "O", "O", "H", "H", "H", "H", "H", "Cl", "C", "H", "H", "H"], "xyz": [[-0.2768, -0.3229, -0.2205], [1.2008, -1.5003, 1.7960], [-0.0622, -2.1339, 1.8034], [-0.1746, -2.8922, 0.6082], [1.0208, -2.7354, -0.1328], [1.8663, -1.8577, 0.5961], [3.2528, -1.4107, 0.2382], [1.3601, -3.4622, -1.4018], [-1.3306, -3.7839, 0.2561], [-1.0671, -2.1471, 2.9214], [1.8067, -0.6530, 2.8775], [3.9532, -1.6223, 1.0510], [3.3110, -0.3340, 0.0560], [3.6226, -1.9171, -0.6527], [2.1401, -2.9525, -1.9667], [0.5004, -3.5356, -2.0683], [1.7087, -4.4794, -1.2026], [-1.2567, -4.7604, 0.7488], [-1.3850, -3.9716, -0.8176], [-2.2843, -3.3423, 0.5541], [-1.0265, -3.0953, 3.4697], [-2.0860, -2.0119, 2.5545], [-0.8836, -1.3477, 3.6413], [2.6109, -1.1918, 3.3941], [1.0710, -0.3730, 3.6331], [2.2266, 0.2721, 2.4755], [-2.9325, 2.2458, -2.4045], [-1.8671, 2.8441, -1.5647], [-0.9332, 2.1657, -0.9327], [-0.1733, 3.0782, -0.2595], [-0.6467, 4.3390, -0.4870], [-1.7271, 4.1711, -1.3222], [-0.2667, 5.7004, -0.0459], [0.7710, 5.7997, 0.7666], [-0.9159, 6.6538, -0.4178], [0.9512, 2.6065, 0.5824], [1.6192, 3.4395, 1.2091], [1.1204, 1.3513, 0.5784], [-2.9008, 1.1665, -2.2702], [-2.7788, 2.4737, -3.4575], [-3.9145, 2.6072, -2.1071], [-2.2903, 4.9407, -1.6554], [1.1744, 4.8877, 0.9860], [-2.6935, -0.1280, 0.6414], [-0.3308, -0.6608, -2.7017], [-0.0716, 0.2605, -3.2418], [-1.3464, -0.9351, -3.0289], [0.3347, -1.4455, -3.0789]], "lowdin_charge": [1.65, -0.32, -0.35, -0.35, -0.32, -0.32, -0.05, -0.07, -0.06, -0.08, -0.05, 0.07, 0.07, 0.06, 0.06, 0.06, 0.07, 0.08, 0.07, 0.06, 0.08, 0.02, 0.06, 0.08, 0.06, 0.06, -0.01, -0.35, 0.07, -0.14, -0.08, 0.18, -0.49, 0.11, 0.08, -0.56, 0.05, -0.15, 0.05, 0.08, 0.08, 0.17, 0.06, -0.22, -0.33, -0.07, -0.07, -0.08], "multiplicity": 7, "s_squared": 12.016, "e_tot_ev": -61030.6296, "homo_energy_ev": [-4.8, -4.8], "total_charge": -1, "de_lowest_kcal_mol": 0.0}

Entry 5:
{"formula": "C28H42O21", "method": "ωB97M-V/def2-TZVPD", "elements": ["C", "C", "C", "O", "C", "O", "O", "H", "H", "H", "H", "H", "H", "C", "C", "C", "O", "C", "O", "O", "H", "H", "H", "H", "H", "H", "C", "C", "C", "O", "C", "O", "O", "H", "H", "H", "H", "H", "H", "C", "C", "C", "O", "C", "O", "O", "H", "H", "H", "H", "H", "H", "C", "C", "C", "O", "C", "O", "O", "H", "H", "H", "H", "H", "H", "C", "C", "C", "O", "C", "O", "O", "H", "H", "H", "H", "H", "H", "C", "C", "C", "O", "C", "O", "O", "H", "H", "H", "H", "H", "H"], "xyz": [[5.6963, 4.4643, 1.9396], [4.7370, 4.1595, 0.7944], [4.4379, 5.4174, -0.1151], [4.3664, 4.7922, -1.3824], [5.2312, 3.7046, -1.3351], [5.5550, 2.9809, -2.2884], [5.3969, 3.3424, -0.1480], [5.8046, 3.5726, 2.5570], [5.3715, 5.3547, 2.4780], [6.6364, 4.7745, 1.4834], [3.8232, 3.6934, 1.1630], [5.0582, 6.2838, 0.1141], [3.4668, 5.7732, 0.2293], [3.5910, -7.0280, 2.1132], [2.3339, -7.4266, 1.3523], [1.0165, -6.6232, 1.4955], [0.9207, -5.9741, 0.2580], [1.7226, -6.5454, -0.6328], [1.6635, -6.4186, -1.8385], [2.6766, -7.2245, -0.0149], [4.4873, -7.6296, 1.9624], [3.4178, -6.6613, 3.1250], [3.8910, -6.0427, 1.7567], [2.1532, -8.5015, 1.3580], [1.1046, -5.7942, 2.1976], [0.1201, -7.1740, 1.7808], [2.0648, -1.2448, -8.7547], [0.7368, -1.8976, -8.9047], [0.5220, -3.3399, -8.4299], [-0.6777, -3.4069, -7.7546], [-0.9622, -2.1542, -7.3848], [-1.7852, -1.8772, -6.4938], [-0.2012, -1.2933, -8.0390], [1.7649, -0.2570, -9.1045], [2.8946, -1.6270, -9.3492], [2.3604, -1.3157, -7.7079], [0.3279, -1.9353, -9.9144], [1.3821, -3.6146, -7.8193], [0.6554, -4.0318, -9.2615], [-5.1128, -5.5217, 6.1432], [-3.6713, -4.7936, 6.2419], [-3.4558, -3.9461, 7.5292], [-2.4420, -4.6723, 8.1465], [-1.9914, -5.6978, 7.3979], [-1.0364, -6.4275, 7.7093], [-2.7854, -5.8195, 6.3461], [-5.2243, -6.0859, 5.2173], [-5.9011, -4.7689, 6.1438], [-5.2553, -6.1247, 7.0399], [-3.3596, -4.1745, 5.4007], [-4.3945, -3.7911, 8.0612], [-3.1315, -2.9806, 7.1410], [1.9116, 1.3630, 7.0523], [2.6592, 0.2663, 7.6046], [2.0791, -1.0568, 7.0329], [2.9968, -1.3787, 6.0466], [4.2627, -0.7683, 6.3785], [5.3981, -0.9934, 6.0685], [4.0152, 0.2755, 7.2247], [1.8099, 2.2442, 7.6858], [0.9200, 1.0803, 6.6991], [2.4269, 1.7183, 6.1599], [2.6249, 0.2547, 8.6940], [1.0937, -0.8050, 6.6408], [1.8467, -1.7783, 7.8162], [-6.3384, 6.6471, -6.0307], [-5.1466, 7.4893, -5.5934], [-5.2527, 8.9369, -6.0810], [-5.0130, 9.6665, -4.7614], [-4.6889, 8.8572, -3.8827], [-4.2577, 9.1295, -2.7613], [-5.2095, 7.6519, -4.2445], [-6.2020, 5.6332, -5.6547], [-6.4871, 6.4956, -7.0999], [-7.3852, 6.9197, -5.8965], [-4.1984, 6.9863, -5.7830], [-6.2673, 9.1426, -6.4224], [-4.4690, 9.2099, -6.7876], [-2.3732, 2.8638, -2.3319], [-2.0004, 1.4167, -1.8438], [-0.4855, 1.2078, -1.8194], [-0.1580, 0.3297, -0.8368], [-1.0770, 0.4034, 0.0779], [-1.0132, -0.0414, 1.2257], [-2.0644, 1.2967, -0.4050], [-1.8709, 3.0996, -3.2701], [-2.3679, 3.7723, -1.7297], [-3.4243, 2.6610, -2.5369], [-2.4281, 0.5428, -2.3353], [0.2010, 2.0183, -1.5748], [-0.0688, 0.7714, -2.7272]], "lowdin_charge": [-0.02, -0.28, -0.10, 0.06, -0.56, 0.11, 0.12, 0.09, 0.09, 0.09, 0.16, 0.13, 0.13, -0.02, -0.28, -0.08, 0.08, -0.58, 0.14, 0.07, 0.09, 0.08, 0.09, 0.15, 0.13, 0.13, -0.01, -0.34, -0.14, 0.11, -0.53, 0.11, 0.09, 0.10, 0.09, 0.10, 0.15, 0.13, 0.14, 0.01, -0.30, -0.11, 0.08, -0.51, 0.12, 0.08, 0.08, 0.07, 0.09, 0.15, 0.13, 0.13, -0.04, -0.36, -0.14, 0.05, -0.44, 0.17, 0.08, 0.09, 0.09, 0.11, 0.16, 0.12, 0.13, -0.03, -0.37, 0.03, 0.12, -0.63, 0.12, 0.07, 0.09, 0.08, 0.09, 0.16, 0.13, 0.13, -0.01, -0.25, -0.17, 0.09, -0.50, 0.11, 0.03, 0.08, 0.09, 0.07, 0.16, 0.15, 0.14], "smiles": "C[C@H]1COC(=O)O1.C[C@H]1COC(=O)O1.C[C@H]1COC(=O)O1.C[C@H]1COC(=O)O1.C[C@H]1COC(=O)O1.C[C@H]1COC(=O)O1.C[C@H]1COC(=O)O1", "e_tot_ev": -72710.0243, "homo_energy_ev": -10.5, "de_lowest_kcal_mol": 163.3}